Version i
55
Properties=species:S:1:pos:R:3:mulliken_charge:R:1 method="wB97M-V/def2-TZVPD" s2=3.890 multiplicity=4 homo_energy_ha="-0.267 / -0.255" homo_lumo_gap_ev="7.182 / 6.816"
C -2.24747 0.33916 -1.34509 0.186
H 2.42041 -2.21213 -0.67550 0.416
C 0.66590 -0.68434 -3.32760 -1.688
C -4.48365 -0.14084 -0.60139 -0.620
H 0.16841 -1.63226 -3.06923 0.328
C -3.93048 -0.74865 0.53301 -0.663
H -1.54161 0.36964 -3.40453 0.502
C 4.44460 0.57285 1.12087 -0.467
P 0.36543 0.56982 -2.05640 1.644
H -1.30177 2.50710 1.56516 0.245
H 0.84169 0.46804 3.77431 0.363
H 0.79967 2.88660 -2.08794 0.378
H 0.27560 -3.25506 1.99925 0.360
P -0.21502 -0.88602 2.13797 1.301
H -0.76447 -0.00447 4.39725 0.412
C -2.55551 -0.76546 0.70590 0.524
O -0.06836 -3.02235 -0.97717 -0.265
H 0.31280 -2.71987 3.72792 0.414
O -1.73835 4.55185 -1.13742 -0.615
H -0.62662 1.29073 3.17764 0.238
C 5.11119 -0.50064 0.51026 -0.496
N -0.72573 -4.10343 -0.83125 -0.031
Cr 0.30740 -0.77896 -0.11100 -1.103
C -1.95766 -1.41937 1.94899 -1.348
H -2.00757 -2.51775 1.79830 0.473
C -1.35967 0.89079 -2.43843 -1.608
H 5.00663 1.30798 1.70198 0.352
H 2.47634 1.55485 1.31137 0.376
N -1.73003 -0.35848 -0.30092 0.588
C -3.61865 0.42326 -1.54118 -0.685
H -1.83218 3.94232 -0.37859 0.310
H 1.65019 -2.26737 2.61473 0.349
H 4.92549 -2.07085 -1.00984 0.375
C 3.02257 -1.39319 -0.26891 -0.250
H 6.17519 -0.65543 0.67572 0.360
C -0.21307 0.32201 3.50014 -1.160
C 4.41908 -1.38255 -0.32933 -0.692
H 1.40374 2.06746 -3.58588 0.396
H -0.69200 3.93900 1.62188 0.343
H -1.52148 1.93850 -2.63479 0.684
H 1.73473 -0.89502 -3.46076 0.355
H 0.45090 0.79983 -0.36565 0.279
H -3.95928 0.86519 -2.47860 0.513
H -4.51465 -1.22180 1.33103 0.490
C 0.56647 -2.44084 2.69337 -1.410
H 2.33262 1.94841 -2.03911 0.322
H -2.54065 -1.19656 2.86442 0.515
C 2.36752 -0.32466 0.31658 -0.036
H -5.56566 -0.14650 -0.75725 0.391
O -1.39101 3.36093 2.01293 -0.703
C 1.33076 2.00994 -2.48794 -1.337
O -1.10101 -4.43653 0.29958 -0.381
H 0.23317 -0.27305 -4.25525 0.571
H -2.65343 4.83015 -1.34046 0.306
C 3.04854 0.69801 0.95683 -0.100

=====

Version ii
55
Properties=species:S:1:pos:R:3:mulliken_charge:R:1 method="wB97M-V/def2-TZVPD" s2=4.215 multiplicity=4 homo_energy_ha="-0.262 / -0.213" homo_lumo_gap_ev="6.911 / 5.605"
H 4.12907 2.65020 -3.18305 0.416
H -2.03726 2.78753 -1.11859 0.258
H 2.10009 -0.32248 3.77614 0.393
H 2.47675 -2.32131 0.40868 0.309
O 1.06749 -2.51772 -1.59681 -0.261
H 1.33758 1.20885 3.23097 0.396
H 0.39944 0.32726 1.03240 0.068
C -1.50864 -2.50150 0.96435 -0.344
O 2.15673 4.38315 2.46640 -0.610
C 3.56345 1.80425 -1.29718 -0.741
C -2.50927 1.93454 -1.62889 -1.252
H 1.66132 4.20574 1.65668 0.295
C 1.29757 0.11950 3.18484 -1.329
O 0.48561 -2.48703 -3.70970 -0.363
Cr -0.05982 -0.60641 -0.44754 -0.753
H -2.97686 -0.48089 -3.36847 0.422
H -4.16360 -3.17065 2.97215 0.351
H -3.38875 1.64485 -1.03902 0.375
H -0.57504 1.71676 -3.68266 0.530
C -1.56597 -1.11068 0.94294 0.009
H -2.08067 -4.27160 2.06360 0.379
C 2.58546 1.09032 -0.62553 0.125
C -2.30128 -3.22201 1.86196 -0.669
H -2.85873 2.29348 -2.60934 0.420
H -1.61176 -1.57007 -2.98294 0.420
N 1.24974 -2.86254 -2.81807 -0.035
H 3.33109 1.27528 1.45935 0.685
H -0.34388 3.88864 -0.15452 0.274
H -2.92382 -1.33956 -1.78778 0.348
C 2.37905 -1.96526 1.43662 -1.722
H -0.84115 -3.00497 0.25936 0.438
C 1.14881 1.26092 -2.44378 0.675
H 1.87969 2.11635 -4.23387 0.524
H 3.75017 -0.16125 0.68979 0.506
H -0.11137 0.01512 -3.71953 0.455
O -0.80751 4.62836 0.30465 -0.652
P -1.43844 0.50270 -1.79856 1.404
C 2.93196 0.57875 0.75098 -1.606
H 2.86676 4.96765 2.15647 0.309
H -4.24375 -0.67856 3.01689 0.344
C -3.38721 -2.58149 2.47347 -0.488
H -2.42936 0.65909 1.84082 0.400
N 1.43596 0.71848 -1.23806 0.480
C -2.33231 -0.85287 -2.56889 -1.505
P 1.57039 -0.37149 1.50087 1.604
H 3.38343 -1.77275 1.84527 0.592
C 2.12271 1.88802 -3.20358 -0.767
H 4.50989 1.96834 -0.77457 0.495
H 1.86115 -2.69873 2.04627 0.375
C 3.34986 2.16063 -2.62019 -0.586
C -2.46648 -0.43299 1.76237 -0.240
C -3.44625 -1.18062 2.45947 -0.398
H -0.78849 4.38750 1.26713 0.336
C -0.16844 0.90534 -3.06982 -1.421
H 0.32883 -0.23574 3.54641 0.333

=====

So which one is most stable? That would be version i, about 0.0405 hartree below the next structure.

=====

Version i
24
Properties=species:S:1:pos:R:3:mulliken_charge:R:1 method="wB97M-V/def2-TZVPD" s2=0.762 multiplicity=2 homo_energy_ha="-0.471 / -0.471" homo_lumo_gap_ev="9.071 / 5.080" total_charge=+1
H 3.00235 1.81983 0.25238 0.253
C -1.59978 0.84557 1.57279 0.508
H -2.83951 -1.37954 -0.71101 0.325
H 2.00572 -2.93458 -2.01978 0.352
H -1.90115 -1.54875 0.81769 0.285
H 2.23844 -0.31134 1.13275 0.394
H -1.68401 2.92360 1.11529 0.203
H -3.37536 1.08732 0.27400 0.418
C -2.72527 -1.02072 0.32498 -1.132
H -1.86738 0.76117 -0.45801 0.230
C 2.34129 -0.13400 0.06322 -0.226
C 1.61374 -2.26122 -1.24345 -0.926
C 2.62077 1.09962 -1.76131 -0.123
N -1.42086 2.18861 1.74857 -0.416
H -3.55032 -1.25422 1.00877 0.348
H 0.53074 -2.15413 -1.29661 0.254
H 2.89022 1.95369 -2.33788 0.430
N 2.72984 1.05644 -0.35404 0.008
N 2.20392 -0.08148 -2.19676 -0.458
C -2.50415 0.48429 0.41873 -0.408
H -1.40315 2.50050 2.70967 0.253
H 1.72787 -2.78458 -0.25441 0.318
C 2.07072 -0.87790 -1.12254 0.713
O -1.10469 0.02180 2.31695 -0.604

=====

Version ii
24
Properties=species:S:1:pos:R:3:mulliken_charge:R:1 method="wB97M-V/def2-TZVPD" s2=0.762 multiplicity=2 homo_energy_ha="-0.478 / -0.478" homo_lumo_gap_ev="9.481 / 5.708" total_charge=+1
H 2.05596 0.65323 -1.54582 0.436
N -2.05430 -1.29020 -1.45381 -0.368
H 1.16528 2.46721 2.16843 0.450
C -1.28760 2.67366 0.76291 -1.257
H -2.01811 -1.79689 -2.30696 0.189
H -1.63109 2.37727 1.75632 0.350
C 1.47326 1.16753 -0.79872 -0.192
H 0.37406 -2.36751 1.45583 0.280
C -0.00154 2.14663 0.31557 0.959
C -1.18362 -1.40874 -0.42845 0.547
N 0.20416 1.55612 -0.86738 -0.375
H -0.50599 -3.50853 -0.74374 0.431
C 0.90284 -2.52268 0.51204 -1.039
O -1.08033 -0.63326 0.49721 -0.597
N 2.09128 1.51274 0.37840 0.011
C 1.17951 2.10632 1.15387 -0.379
H 1.37320 -3.49834 0.62468 0.377
H 0.48005 -2.22074 -1.52864 0.298
H -2.13455 2.47195 0.11228 0.307
H -2.84558 -0.69422 -1.30514 0.242
H 1.67795 -1.75538 0.47567 0.181
H 3.04906 1.29633 0.61987 0.241
C -0.10719 -2.50226 -0.65230 -0.503
H -1.17675 3.76975 0.79788 0.412

=====

So which one is most stable? That would be version ii, about 0.0182 hartree below the next structure.

=====

Version i
8
Properties=species:S:1:pos:R:3:mulliken_charge:R:1 method="wB97M-V/def2-TZVPD" multiplicity=1 homo_energy_ha=-0.023 homo_lumo_gap_ev=6.655 total_charge=-2
N 1.19434 -1.32957 -4.82509 -0.628
P 0.05867 1.11469 3.56650 0.907
C 0.38869 -1.32009 -3.95855 0.108
H -1.13498 -0.49192 -2.38721 0.155
N -0.63507 -1.32785 -3.16845 -0.634
O -0.80088 2.31664 3.32210 -0.651
O 1.48762 1.15121 3.31794 -0.614
O -0.55839 -0.11312 4.13275 -0.642

=====

Version ii
8
Properties=species:S:1:pos:R:3:mulliken_charge:R:1 method="wB97M-V/def2-TZVPD" multiplicity=1 homo_energy_ha=0.041 homo_lumo_gap_ev=6.634 smiles="O=P([O-])([O-])C1N=N1" total_charge=-2
N 0.95369 -0.13201 0.35323 -0.365
P -1.61816 -0.14464 1.31513 0.746
H 0.88090 0.29932 2.52266 0.326
C 0.19365 0.29376 1.60961 0.139
N 0.66181 1.07477 0.57348 -0.356
O -2.00896 0.80522 0.19960 -0.800
O -1.57070 -1.59034 0.94573 -0.802
O -2.35691 0.11364 2.62123 -0.888

=====

So which one is most stable? That would be version i, about 0.1139 hartree below the next structure.